(1)
87
Properties=species:S:1:pos:R:3:mulliken_charge:R:1 method="wB97M-V/def2-TZVPD" lumo_ev="1.94 / -0.43" s_squared=8.80 charge=-1 gap_ha="0.2735 / 0.1830" relative_energy_ev=1.786 spin_multiplicity=6 homo_ev="-5.5 / -5.4"
Pt 0.06 1.56 2.70 3.21
C -2.12 -3.80 -2.29 -2.22
C -3.22 -2.79 -1.98 2.23
C -3.50 -1.97 -3.25 -1.62
C -4.49 -3.57 -1.60 -1.76
C -2.83 -1.86 -0.84 -0.74
C -1.60 -1.91 -0.20 -0.10
C -1.32 -1.02 0.84 -0.01
Se 0.31 -1.17 1.77 0.10
C 1.55 -0.71 0.41 -0.22
C 1.93 -1.56 -0.59 -0.18
C 2.85 -1.12 -1.57 -0.44
C 3.37 0.17 -1.49 -0.64
C 3.07 1.09 -0.50 -0.52
C 2.13 0.63 0.50 1.16
O 1.88 1.31 1.56 -1.05
C 3.77 2.44 -0.52 2.30
C 5.29 2.21 -0.48 -1.74
C 3.41 3.36 0.65 -2.18
C 3.40 3.17 -1.82 -1.80
C 3.26 -2.01 -2.75 2.10
C 4.78 -2.23 -2.71 -1.68
C 2.57 -3.38 -2.70 -1.91
C 2.88 -1.34 -4.07 -1.64
C -2.20 -0.03 1.23 0.56
O -1.90 0.86 2.18 -1.61
C -3.47 0.04 0.59 -0.89
C -3.73 -0.87 -0.41 0.33
C -4.49 1.12 0.98 2.28
C -3.93 2.51 0.67 -1.51
C -5.79 0.96 0.20 -2.35
C -4.82 1.01 2.47 -1.52
H -2.43 -4.45 -3.11 0.46
H -1.19 -3.30 -2.60 0.34
H -1.89 -4.43 -1.44 0.37
H -3.78 -2.63 -4.08 0.47
H -4.31 -1.26 -3.10 0.32
H -2.61 -1.41 -3.55 0.32
H -4.79 -4.24 -2.41 0.46
H -4.32 -4.17 -0.70 0.35
H -5.32 -2.89 -1.40 0.33
H -0.87 -2.66 -0.46 0.36
H 1.50 -2.55 -0.62 0.62
H 4.08 0.47 -2.25 0.37
H 5.58 1.71 0.44 0.36
H 5.65 1.62 -1.32 0.32
H 5.80 3.18 -0.50 0.46
H 3.63 2.92 1.62 0.33
H 4.00 4.28 0.54 0.57
H 2.36 3.62 0.65 0.33
H 3.71 2.62 -2.71 0.32
H 2.32 3.32 -1.89 0.36
H 3.88 4.15 -1.84 0.48
H 5.08 -2.71 -1.77 0.36
H 5.09 -2.88 -3.54 0.47
H 5.32 -1.29 -2.79 0.33
H 2.82 -3.93 -1.79 0.40
H 1.49 -3.29 -2.75 0.21
H 2.89 -3.98 -3.55 0.48
H 3.36 -0.37 -4.18 0.31
H 3.17 -1.96 -4.91 0.47
H 1.80 -1.17 -4.13 0.35
H -4.69 -0.82 -0.91 0.32
H -3.78 2.63 -0.41 0.32
H -4.63 3.28 1.00 0.43
H -2.97 2.68 1.16 0.17
H -5.64 1.07 -0.88 0.39
H -6.28 0.00 0.39 0.40
H -6.48 1.75 0.50 0.47
H -3.94 1.17 3.09 0.14
H -5.58 1.75 2.73 0.46
H -5.23 0.02 2.71 0.31
F 1.52 -0.19 4.24 -0.50
P 2.37 0.67 5.35 1.29
F 1.64 -0.18 6.51 -0.41
F 3.06 1.51 4.13 -0.33
F 1.13 1.74 5.35 -0.37
F 3.15 1.55 6.44 -0.38
F 3.55 -0.42 5.29 -0.40
O -1.73 -1.87 4.16 -0.34
N -1.85 -1.04 5.01 0.56
O -1.48 0.06 5.15 -0.23
O -0.84 5.64 2.02 -0.67
S -0.12 4.44 2.28 1.09
O -0.16 3.42 1.19 -0.57
O 1.14 4.50 2.96 -0.50
S -1.29 3.21 3.69 -0.28

(2)
16
Properties=species:S:1:pos:R:3:mulliken_charge:R:1 method="wB97M-V/def2-TZVPD" lumo_ev=0.95 charge=0 gap_ha=0.3727 relative_energy_ev=6.984 spin_multiplicity=1 homo_ev=-9.2
C 0.71 -0.89 -0.86 -0.62
C 1.76 0.15 -0.28 0.07
C -0.72 1.00 0.51 0.12
C -1.42 0.18 -0.80 -0.47
C -0.52 -0.34 1.14 -0.69
H 0.59 -1.12 -1.87 0.49
H 1.26 -1.61 -0.28 0.30
H 2.74 -0.40 -0.15 0.31
H -1.14 1.98 0.86 0.43
H -2.43 -0.04 -0.45 0.28
H -1.41 0.30 -2.01 0.27
H 0.43 -0.57 1.71 0.28
H -1.27 -0.52 1.88 0.26
N 1.72 1.18 0.38 -0.44
N -0.79 -1.03 -0.23 -0.39
O 0.50 1.72 0.45 -0.21

Result set for largest force on an atom: 0.036, 0.106 Eh/bohr, one per record in the order listed.